(1)
Formula: C24H42MgN6
Source: OMol25
Level of theory: the ωB97M-V functional and the def2-TZVPD basis

Properties
lowest unoccupied orbital energy = -0.1537 Eh
E_tot = -1467.890940 a.u.
orbital gap = 12.19 eV
total charge = +2
strongest force on any atom = 0.1398 hartree/bohr

Each line ends with the Mulliken charge.
Cartesian coordinates (Å):
Mg -0.00895 0.33086 -0.65723  0.9217
C 5.13037 0.19513 -2.24916  -0.9662
C 4.34577 -0.05712 -3.50892  -0.4443
C 3.31127 1.10388 -3.78674  -0.5817
C 2.13089 0.87517 -2.95052  0.2840
N 1.23746 0.65369 -2.27653  -0.0586
H 6.09750 -0.30690 -2.22263  0.3584
H 4.57425 -0.07143 -1.35039  0.1319
H 5.30141 1.26955 -2.18237  0.3098
H 3.85676 -1.03109 -3.52735  0.3823
H 5.08488 -0.06812 -4.30996  0.3257
H 2.94085 1.08031 -4.81160  0.3164
H 3.81577 2.02867 -3.50683  0.2973
C -5.28616 1.77580 -2.16478  -1.1386
C -4.51041 3.09174 -2.19909  -0.3904
C -3.18152 2.89198 -2.93589  -0.4138
C -2.28643 1.99688 -2.25926  0.3493
N -1.56550 1.22299 -1.75421  -0.4712
H -5.97518 1.70627 -1.32304  0.3573
H -4.73986 0.95483 -1.70038  0.2480
H -5.81024 1.57285 -3.09873  0.3422
H -4.43186 3.51722 -1.19864  0.3725
H -5.12926 3.75876 -2.79927  0.2769
H -2.62577 3.82702 -3.00627  0.3244
H -3.22195 2.37088 -3.89240  0.2833
C 2.57719 5.09980 2.46042  -1.1132
C 1.79783 4.28825 3.54368  -0.5149
C 1.54786 2.77866 3.01683  -0.5166
C 1.08197 2.47990 1.65425  0.4835
N 0.68832 2.15225 0.61079  -0.6281
H 2.70392 6.14645 2.73710  0.3634
H 2.10842 5.15422 1.47787  0.3098
H 3.49196 4.51684 2.35340  0.3046
H 0.81590 4.72804 3.71827  0.3139
H 2.42690 4.36522 4.43050  0.3207
H 0.73462 2.37355 3.61903  0.3041
H 2.46606 2.26272 3.29756  0.2989
C -4.72963 -0.91686 1.77779  -1.1211
C -4.49753 0.56372 2.13576  -0.4313
C -3.04765 0.69610 2.59727  -0.7663
C -2.11735 0.26911 1.58978  0.6016
N -1.33586 0.00827 0.77188  -0.1493
H -5.79471 -1.08862 1.93338  0.3942
H -4.05933 -1.54511 2.36438  0.3324
H -4.52542 -1.28002 0.77055  0.2455
H -5.14090 0.80179 2.98282  0.3544
H -4.82220 1.33359 1.43577  0.2905
H -2.83231 0.17976 3.53275  0.3696
H -2.93425 1.75473 2.83080  0.3145
C 3.52563 -4.08109 0.89231  -1.0492
C 3.49120 -3.31613 2.25848  -0.4821
C 3.53093 -1.79599 2.08267  -0.6890
C 2.51201 -1.10741 1.18809  0.3733
N 1.72836 -0.50042 0.48476  -0.5155
H 3.41660 -5.16118 0.99043  0.3427
H 4.47401 -3.74511 0.47302  0.3316
H 2.70720 -3.88761 0.19890  0.2408
H 4.30636 -3.54552 2.94478  0.3394
H 2.57881 -3.32675 2.85474  0.3108
H 4.50086 -1.44389 1.73142  0.4153
H 3.48907 -1.38243 3.09030  0.3315
C -1.04307 -4.57871 0.31609  -1.1542
C -2.04101 -4.53491 -0.88128  -0.3395
C -1.43727 -3.80370 -2.07640  -0.5082
C -0.71550 -2.59387 -1.77857  0.2528
N -0.24180 -1.59102 -1.57279  -0.1153
H -0.16828 -5.17157 0.04898  0.3220
H -1.35425 -5.09277 1.22549  0.4238
H -0.69700 -3.58701 0.60741  0.2074
H -2.93499 -4.06479 -0.47153  0.2386
H -2.27603 -5.56949 -1.13133  0.3082
H -2.18964 -3.44887 -2.78076  0.2945
H -0.82010 -4.48192 -2.66567  0.3432

***

(2)
Formula: C24H42N4O3P
Source: OMol25
Level of theory: the ωB97M-V functional and the def2-TZVPD basis

Properties
lowest unoccupied orbital energy = -0.1543 Eh
E_tot = -1725.038353 a.u.
orbital gap = 6.06 eV
total charge = +1
strongest force on any atom = 0.1678 hartree/bohr

Each line ends with the Mulliken charge.
Cartesian coordinates (Å):
C 1.51713 -2.11414 3.11234  -0.9908
C 1.05509 -2.61820 1.62981  0.5774
C 1.97453 -3.80691 1.05993  -1.2261
C 0.98954 -1.33201 0.62892  -0.6448
N -0.41797 -0.83295 0.57127  0.6940
C -1.39939 -1.68739 -0.06852  -0.4827
C -2.90005 -1.36982 -0.19770  0.2134
C -3.82902 -2.47123 -0.89164  -0.7412
C -5.39343 -2.20100 -0.70087  -0.8291
C -5.95481 -2.43091 0.76857  0.5385
C -7.48177 -2.77169 0.89284  -0.5012
C -8.17610 -2.97444 2.27863  -0.3673
C -7.36992 -2.83995 3.59491  -0.4320
C -5.84131 -2.54473 3.46933  -0.5748
C -5.16561 -2.34664 2.09250  0.0689
C -3.41790 -0.02062 0.39076  -0.1621
C -2.36338 0.90127 1.07664  -0.9383
C -0.87445 0.40432 1.14280  0.4941
C 0.13922 1.40682 1.92217  -0.0218
O -0.58853 1.80463 3.13906  -0.2686
O -0.77506 0.61745 3.80023  -0.2994
H 2.40842 -1.40057 3.07339  0.2467
H 1.68692 -3.04772 3.74290  0.3971
H 0.60743 -1.53837 3.53047  0.1594
H 0.00800 -3.07990 1.80128  0.1519
H 2.02215 -4.62472 1.87148  0.3655
H 3.00866 -3.42760 0.75572  0.2804
H 1.40597 -4.26230 0.16366  0.3094
H 1.26784 -1.63122 -0.45033  0.3367
H 1.75987 -0.55724 0.94913  -0.0198
H -1.02356 -2.67504 -0.50195  0.4693
H -3.58848 -3.47077 -0.36093  0.3789
H -3.51853 -2.63528 -1.99357  0.4299
H -5.58403 -1.09356 -0.97585  0.2687
H -5.99006 -2.81536 -1.45932  0.4366
H -8.08774 -2.86889 -0.07161  0.2720
H -9.29811 -3.21713 2.22457  0.2969
H -7.91763 -2.96014 4.58595  0.3324
H -5.25410 -2.44768 4.44742  0.2988
H -4.05058 -2.13046 2.08601  0.1934
H -4.53160 0.25550 0.33196  0.2562
H -2.64612 1.90710 1.54858  0.4320
H 1.08400 0.88569 2.28747  0.2403
H 0.39026 2.33106 1.27693  0.0165
H -1.73158 0.38311 3.80690  0.3418
O 3.02783 0.38676 -1.35200  -0.8787
P 2.97676 1.89255 -1.69195  1.0894
N 2.92779 1.60184 -3.37705  0.1698
C 3.66018 2.24864 -4.44566  -0.9733
C 1.59314 1.25051 -3.86132  -1.0556
N 4.58378 2.15228 -1.08368  0.0979
C 5.76312 1.85077 -1.88898  -1.0639
C 4.80253 1.55721 0.24517  -1.0006
N 2.85072 3.64974 -2.00621  -0.0756
C 3.95586 4.58792 -2.14984  -0.9664
C 1.89410 4.22565 -1.04282  -1.1028
H 3.26469 3.24239 -4.68754  0.3505
H 3.61241 1.64897 -5.36077  0.3812
H 4.72347 2.33424 -4.24055  0.1976
H 0.96018 2.14211 -3.94995  0.3249
H 1.10176 0.55173 -3.17770  0.1848
H 1.63567 0.75224 -4.83421  0.3750
H 5.70662 0.85616 -2.34958  0.2889
H 6.67678 1.89646 -1.28822  0.3875
H 5.92585 2.59958 -2.66675  0.2622
H 5.01289 0.48213 0.17925  0.3321
H 3.92431 1.68972 0.88427  0.2435
H 5.64491 2.03604 0.75111  0.3718
H 4.54414 4.69985 -1.23477  0.3150
H 3.56798 5.57858 -2.41020  0.3832
H 4.61995 4.32514 -2.97152  0.2979
H 2.31298 4.24736 -0.03052  0.3608
H 0.97773 3.62331 -1.01603  0.2796
H 1.59773 5.23976 -1.32420  0.4263

***

(3)
Formula: C24H43AlIO12
Source: OMol25
Level of theory: the ωB97M-V functional and the def2-TZVPD basis

Properties
lowest unoccupied orbital energy = 0.0589 Eh
E_tot = -2383.063902 a.u.
orbital gap = 6.05 eV
total charge = -1
strongest force on any atom = 0.2296 hartree/bohr

Each line ends with the Mulliken charge.
Cartesian coordinates (Å):
C 2.67048 3.20980 -1.07635  -1.0400
C 1.75254 4.30224 -0.56295  -0.5056
C 0.74572 4.94477 -1.53374  -0.5248
I 0.13413 3.64799 -3.15475  -0.1849
Al -0.83721 5.53196 -0.35321  0.3476
C -2.41653 6.33263 -1.34396  -0.8869
C -3.27119 5.22433 -2.03089  -0.4254
C -4.59086 4.86463 -1.34434  0.8373
C -5.13898 3.59864 -2.01619  -1.4267
C -4.42474 4.61826 0.14963  -1.3707
H 3.26430 2.84392 -0.23197  0.1590
H 3.38501 3.60170 -1.79226  0.3135
H 2.13791 2.35587 -1.47412  0.4222
H 2.38607 5.11321 -0.21050  0.2339
H 1.21190 3.94884 0.31221  0.2009
H 1.17125 5.82730 -1.99779  0.4576
H -0.16752 6.65191 0.62984  -0.3842
H -1.35796 4.25577 0.48635  -0.2835
H -3.01911 6.84732 -0.59848  0.3212
H -2.13157 7.07972 -2.08460  0.4035
H -2.69400 4.30235 -2.07393  0.0017
H -3.49562 5.53271 -3.05004  0.2595
H -5.30635 5.67900 -1.47654  0.1778
H -5.95588 3.16807 -1.44887  0.4165
H -5.45460 3.86200 -3.02412  0.4270
H -4.32110 2.89101 -2.07978  0.1328
H -3.58491 3.95354 0.33031  0.1074
H -4.27316 5.54686 0.68606  0.3408
H -5.32929 4.15005 0.53908  0.4640
C -4.38593 -2.81111 -1.91251  -1.4963
C -4.23866 -1.66005 -0.95002  0.6378
C -5.24071 -0.53673 -1.10191  -0.4727
O -4.51167 0.58600 -0.59200  -0.2368
C -3.18665 0.33817 -0.78394  0.5773
O -2.31998 1.12979 -0.64406  -0.4765
O -3.00844 -0.95415 -1.18022  -0.3619
H -4.67119 -2.46577 -2.90839  0.4400
H -3.44259 -3.34422 -2.00704  0.1911
H -5.14360 -3.50904 -1.56034  0.3380
H -4.21144 -2.03075 0.07863  0.2269
H -6.16120 -0.68113 -0.54097  0.3200
H -5.47806 -0.34214 -2.15128  0.2999
C 6.28823 1.49319 0.51342  -1.5011
C 6.27858 -0.01199 0.42403  0.5308
C 4.91960 -0.65099 0.58410  -0.7773
O 5.25850 -1.95209 1.09737  -0.2069
C 6.43332 -1.83135 1.76513  0.5918
O 6.89822 -2.67258 2.46556  -0.3046
O 6.99209 -0.62199 1.52414  -0.3373
H 5.60891 1.83910 1.29322  0.3785
H 7.28150 1.86979 0.75416  0.3785
H 5.96580 1.92473 -0.43318  0.3818
H 6.75848 -0.34723 -0.49946  0.3629
H 4.36139 -0.73853 -0.34408  0.3510
H 4.30893 -0.13714 1.32914  0.5248
C -0.13755 -6.12596 1.40138  -1.0707
C -1.53202 -6.08349 0.82567  0.4128
C -1.87935 -4.80146 0.11174  -0.5133
O -3.30947 -4.75989 0.24765  -0.2028
C -3.62754 -5.43113 1.38407  0.5603
O -4.70422 -5.43114 1.88661  -0.5589
O -2.54526 -6.09969 1.85434  -0.3881
H 0.13222 -5.16491 1.83518  -0.0225
H -0.06205 -6.87463 2.18943  0.4003
H 0.58262 -6.36920 0.61851  0.3987
H -1.71297 -6.95070 0.18309  0.2682
H -1.59805 -4.79380 -0.93880  0.4075
H -1.46003 -3.92374 0.60837  0.3307
C 5.37788 -3.73546 2.41263  -1.5064
C 3.98711 -3.76640 1.82771  0.6600
C 3.54076 -2.50522 1.12687  0.2647
O 2.11375 -2.57464 1.27533  -0.4165
C 1.85481 -3.27253 2.40550  0.5604
O 0.78367 -3.34683 2.91917  -0.6075
O 2.98207 -3.87044 2.86085  -0.4393
H 5.59047 -2.77062 2.87415  0.0938
H 5.48456 -4.49994 3.18119  0.4402
H 6.11956 -3.91471 1.63537  0.3673
H 3.86834 -4.63401 1.17219  0.1298
H 3.81487 -2.46371 0.07593  0.1865
H 3.89357 -1.60387 1.63225  -0.1066